{
  "formula": "C4H8N2O",
  "method": "ωB97M-V with the def2-TZVPD basis set",
  "elements": ["C", "C", "C", "N", "C", "O", "N", "H", "H", "H", "H", "H", "H", "H", "H"],
  "coordinates": [[-1.435500, -1.010883, -0.164764], [0.272967, 0.353670, 0.909519], [-1.053215, 0.374804, -0.788742], [-0.356942, 1.277543, 0.159304], [1.336812, -0.392875, 0.167410], [1.472485, -1.587036, -0.056549], [2.354187, 0.516229, -0.017190], [-2.221509, -0.907147, 0.596288], [-1.831573, -1.529254, -1.028706], [-0.681181, -1.701575, 0.262037], [-0.421688, 0.296904, -1.681306], [-2.008456, 0.831061, -1.035884], [-1.001961, 1.855029, 0.700377], [2.208376, 1.477938, 0.249327], [3.293569, 0.152918, 0.005808]],
  "forces_ev_per_a": [[-0.40, -0.07, -0.38], [1.24, 1.15, 0.86], [-0.32, -0.37, -0.38], [-0.44, -1.22, 0.85], [0.26, -0.34, 0.23], [-0.15, 0.63, 0.14], [0.09, 0.01, -0.22], [0.07, 0.16, -0.34], [-0.42, -0.49, -0.03], [0.02, 0.89, -0.42], [-0.27, -0.23, 0.15], [0.06, 0.20, -0.31], [0.15, -0.20, -0.10], [0.12, -0.16, 0.00], [-0.01, 0.04, -0.06]],
  "nbo_charge": [-0.671, 0.152, -0.234, -0.616, 0.518, -0.625, -0.821, 0.210, 0.221, 0.268, 0.215, 0.210, 0.371, 0.397, 0.404],
  "spin_multiplicity": 1
}

***

{
  "formula": "C4H8N2O",
  "method": "ωB97M-V with the def2-TZVPD basis set",
  "elements": ["C", "C", "C", "C", "N", "N", "O", "H", "H", "H", "H", "H", "H", "H", "H"],
  "coordinates": [[-0.335389, 0.537167, 0.218384], [-1.323064, -0.320780, -0.132894], [1.761298, -0.858952, 0.071113], [1.207915, 0.592116, -0.019830], [-1.243776, 1.583980, 0.400301], [-2.251500, 0.675733, -0.081432], [-1.557632, -1.599997, -0.184918], [1.191691, -1.492207, 0.816311], [2.730446, -1.088953, 0.262207], [1.634641, -1.286317, -0.814565], [1.427155, 1.025373, -1.044079], [1.736293, 1.308957, 0.666534], [-1.154013, 2.352018, -0.292324], [-3.149244, 0.476126, 0.489881], [-0.674816, -1.904265, -0.354696]],
  "forces_ev_per_a": [[3.99, -1.16, -0.82], [1.21, 2.05, 1.17], [-3.26, 1.38, 3.24], [-0.36, 0.54, 0.25], [-0.91, 1.85, 0.05], [-4.37, -0.14, 0.13], [-0.56, -1.50, -0.54], [0.39, 0.87, -0.57], [3.25, 0.39, 0.94], [-0.96, -1.99, -4.07], [-0.26, -0.58, 0.90], [-0.72, -0.79, -0.25], [-0.12, -0.50, 0.44], [2.08, 0.93, -0.72], [0.61, -1.36, -0.14]],
  "nbo_charge": [-0.051, 0.358, -0.604, -0.427, -0.408, -0.446, -0.638, 0.195, 0.219, 0.194, 0.200, 0.215, 0.341, 0.362, 0.491],
  "spin_multiplicity": 1
}

***

{
  "formula": "C4H8N2O",
  "method": "ωB97M-V with the def2-TZVPD basis set",
  "elements": ["C", "C", "C", "N", "N", "C", "O", "H", "H", "H", "H", "H", "H", "H", "H"],
  "coordinates": [[-1.882641, 1.110879, -0.276376], [-0.574205, 0.416241, 0.233860], [-0.678801, -1.065204, 0.303706], [0.228364, -0.481523, -0.579863], [1.544344, -0.716249, 0.042903], [2.525824, 0.160034, -0.245654], [2.391201, 1.393491, 0.215783], [-1.347227, 2.156773, -0.270504], [-2.242560, 0.522319, -1.151373], [-2.636793, 0.964041, 0.527175], [-0.378870, 0.779276, 1.113524], [-1.823348, -1.353493, -0.183023], [-0.409618, -1.684003, 1.134956], [1.752377, -1.780167, -0.165898], [3.531954, -0.422410, -0.699221]],
  "forces_ev_per_a": [[3.09, 0.22, 0.55], [-4.11, -3.11, -2.58], [-6.26, -1.29, -0.81], [1.94, 0.94, -0.40], [-0.61, -3.76, -1.63], [1.86, 4.58, 2.60], [1.32, -5.86, -3.42], [-2.53, -1.21, -1.10], [0.33, 1.44, 0.03], [0.59, 0.53, -0.40], [2.77, 2.31, 4.37], [3.64, 0.04, 1.12], [0.45, 0.00, 0.23], [-0.27, 3.02, 0.24], [-2.21, 2.15, 1.19]],
  "nbo_charge": [-0.632, -0.087, -0.253, -0.240, -0.504, 0.509, -0.580, 0.242, 0.224, 0.217, 0.206, 0.169, 0.216, 0.380, 0.133],
  "spin_multiplicity": 1
}

***

{
  "formula": "C4H8N2O",
  "method": "ωB97M-V with the def2-TZVPD basis set",
  "elements": ["C", "N", "C", "C", "O", "C", "N", "H", "H", "H", "H", "H", "H", "H", "H"],
  "coordinates": [[-1.427218, 0.901023, 0.665692], [-0.655356, -0.329047, 0.805158], [0.181502, -0.727929, -0.225206], [1.566275, -0.120080, -0.352594], [1.622289, 1.240265, 0.009196], [0.023173, -2.147513, -0.719383], [-0.485530, -1.442212, -1.661451], [-2.211503, 0.813703, -0.101535], [-1.899807, 1.143079, 1.621678], [-0.754548, 1.714024, 0.384968], [-1.204854, -1.102505, 1.162690], [-0.410722, -0.295498, -1.446489], [1.914193, -0.204161, -1.385153], [2.237922, -0.726362, 0.274821], [1.504188, 1.283215, 0.967603]],
  "forces_ev_per_a": [[-0.05, 0.16, -0.01], [-0.06, -0.21, -0.03], [0.27, 0.10, 0.44], [0.02, -0.26, -0.17], [-0.01, 0.03, 0.24], [-0.17, 0.37, -0.36], [0.07, -0.40, 0.17], [0.12, 0.01, 0.10], [0.07, -0.03, -0.15], [-0.16, -0.09, 0.04], [0.07, 0.10, -0.04], [-0.04, 0.07, -0.12], [-0.06, 0.00, 0.14], [-0.10, 0.08, -0.07], [0.04, 0.07, -0.16]],
  "nbo_charge": [-0.423, -0.605, 0.072, -0.091, -0.707, 0.049, -0.491, 0.185, 0.209, 0.218, 0.388, 0.331, 0.204, 0.188, 0.472],
  "spin_multiplicity": 1
}

***

Results for relative energy (zero: lowest compared OMol25 entry of this formula, charge and spin): 396.7, 458.8, 621.8, 543.4 (in kJ/mol, following the order of the records).
Results for total energy: -9302.281, -9301.638, -9299.949, -9300.762 (in eV, following the order of the records).
Results for gap between HOMO and LUMO: 8.798, 8.262, 9.605, 9.729 (in eV, following the order of the records).